Here is a cluster of 12 separate species, C78H180N12O12 in total from the OMol25 dataset. Energies are from ωB97M-V with the def2-TZVPD basis set.

The geometry in XYZ format:
```
282
Properties=species:S:1:pos:R:3:forces:R:3
C 5.7281 1.1038 4.4234 0.54 0.11 -1.75
C 4.2379 1.0661 4.0751 -0.69 0.67 1.01
C 3.6805 -0.0088 3.1064 1.41 0.15 1.05
O 4.5084 0.0214 1.9923 0.36 -0.46 -1.56
C 4.3095 -1.0105 1.0250 -0.23 0.46 -0.17
N 3.6036 0.9140 5.3690 -1.28 -0.64 -0.06
H 6.0588 0.2430 5.0045 -0.11 -0.59 -0.57
H 6.0507 1.9024 5.0914 -0.71 0.57 -0.12
H 6.2755 1.2533 3.4927 0.60 -0.40 0.11
H 3.8403 2.0309 3.7601 0.63 0.25 -0.64
H 2.6258 0.1170 2.8616 -0.13 0.34 0.07
H 3.7923 -0.9738 3.6007 -0.12 -0.43 0.25
H 4.8882 -0.7574 0.1366 0.20 0.06 0.20
H 3.2765 -1.0934 0.6870 -0.38 0.27 0.14
H 4.5734 -2.0170 1.3497 0.40 0.05 0.44
H 3.9071 -0.0062 5.6541 -0.09 -0.07 0.95
H 4.0234 1.6236 5.9525 -0.12 -0.25 0.51
C -6.6047 -2.2026 -1.0780 -1.55 -0.37 0.02
C -5.5188 -2.5873 -0.0967 0.06 1.49 -1.98
C -4.6396 -3.6698 -0.7414 -0.07 0.12 2.05
O -3.4756 -3.8275 0.0878 0.18 -1.02 -0.14
C -3.6452 -4.5766 1.3098 -0.67 0.90 -0.43
N -4.7501 -1.3507 0.0283 0.59 -0.01 0.77
H -7.2782 -3.0249 -1.3194 -0.02 -0.27 -0.01
H -6.2609 -1.8158 -2.0374 0.49 -0.06 0.09
H -7.2473 -1.4274 -0.6609 0.11 0.10 0.12
H -5.9430 -2.7625 0.8920 0.10 -0.71 -0.12
H -4.2823 -3.3126 -1.7073 -0.01 0.03 -0.06
H -5.1905 -4.6000 -0.8800 0.10 -0.33 0.02
H -4.1965 -3.9716 2.0297 -0.26 0.05 0.10
H -2.6934 -4.7635 1.8071 0.16 -0.14 -0.64
H -4.2185 -5.4813 1.1077 0.21 -0.23 0.06
H -4.4341 -1.0444 -0.8807 -0.29 0.10 -0.34
H -3.8669 -1.5976 0.4514 0.22 0.26 0.34
C -1.4118 5.1150 -3.0316 0.91 -1.19 -1.15
C -1.7994 5.3267 -4.5222 -0.14 0.15 1.39
C -2.5149 4.0785 -5.1230 -0.80 0.73 0.62
O -1.7046 2.9409 -4.9649 0.63 -0.37 -0.12
C -1.9493 1.8621 -5.8849 0.34 0.80 0.67
N -2.5737 6.6006 -4.6313 -0.52 -1.38 -0.97
H -2.1879 4.6643 -2.4130 -0.40 0.59 0.00
H -0.9331 6.0016 -2.6157 -0.35 0.04 0.16
H -0.6462 4.3392 -3.0403 0.22 -0.08 0.20
H -0.8929 5.4026 -5.1226 0.17 0.23 0.10
H -2.8567 4.3458 -6.1229 0.66 -0.30 -0.66
H -3.4520 3.7913 -4.6460 -0.44 0.61 0.64
H -1.2244 2.0291 -6.6816 -0.57 -0.35 -0.65
H -3.0086 1.8184 -6.1381 0.08 0.19 -0.57
H -1.7373 0.8995 -5.4194 0.25 0.15 0.25
H -3.4973 6.3406 -4.3158 -0.44 0.31 0.01
H -2.2672 7.3129 -3.9842 0.42 -0.20 0.11
C -0.5937 -4.3155 4.7866 0.21 -1.43 -0.14
C -2.0257 -4.7652 5.0322 -0.30 -0.09 -0.72
C -2.2892 -5.5553 6.2992 0.38 -1.40 0.59
O -1.5989 -6.8150 6.3602 0.74 0.14 0.38
C -1.6227 -7.4183 7.6504 0.06 0.29 -0.07
N -2.8858 -3.5819 4.9928 0.11 -0.11 0.50
H -0.2430 -3.5554 5.4848 -0.13 0.20 -0.17
H -0.4619 -4.0647 3.7341 -0.14 0.65 0.19
H 0.0574 -5.1839 4.8873 0.14 -0.10 0.32
H -2.3684 -5.3702 4.1927 0.30 -0.36 -0.12
H -3.3150 -5.9149 6.3803 -0.66 0.94 -0.13
H -2.0325 -4.9487 7.1677 0.03 0.16 0.26
H -1.0386 -8.3380 7.6184 -0.11 0.06 -0.20
H -2.6174 -7.6300 8.0426 -0.51 -0.25 -0.50
H -1.2165 -6.7975 8.4490 0.51 0.45 -0.19
H -2.4615 -2.9536 5.6600 -0.07 0.59 0.07
H -3.7525 -3.8518 5.4356 -0.57 0.16 -0.11
C -3.8835 4.5663 0.3477 0.78 -0.27 0.68
C -4.5530 4.0675 1.6452 -1.48 0.63 -0.78
C -4.6184 5.1397 2.7645 2.01 -0.20 -0.07
O -3.3222 5.7833 2.9299 0.05 -0.09 0.01
C -2.2607 4.9804 3.4905 -1.48 0.30 -0.28
N -5.9307 3.6815 1.2299 0.21 -0.07 0.69
H -4.4016 5.4569 -0.0078 0.11 0.18 0.12
H -3.9715 3.8210 -0.4428 -0.10 -0.21 0.07
H -2.8172 4.7659 0.4538 0.03 0.30 0.04
H -4.1918 3.1119 2.0254 0.79 0.26 0.09
H -4.8913 4.7131 3.7297 -0.24 -0.32 0.00
H -5.2966 5.9696 2.5659 -0.07 -0.18 -0.38
H -2.6631 4.4813 4.3720 0.21 -0.22 0.25
H -1.4432 5.6405 3.7806 -0.13 0.02 -0.14
H -1.9181 4.2300 2.7781 0.16 -0.09 -0.09
H -5.7413 2.9084 0.6081 -0.54 -0.38 -0.15
H -6.2893 4.4086 0.6275 -0.22 0.24 -0.08
C 6.4661 -4.0755 5.1820 0.52 -0.51 0.03
C 5.0237 -4.0899 4.8623 -1.17 -0.95 -0.42
C 4.7293 -4.7714 3.5059 0.02 0.66 0.54
O 3.3420 -4.8532 3.2903 -0.42 0.26 -0.54
C 2.6115 -3.7378 2.8001 -0.11 -0.65 -0.99
N 4.2028 -4.7583 5.8999 0.31 0.69 -0.40
H 6.8468 -5.0837 5.3450 0.03 -0.15 0.15
H 6.6052 -3.4927 6.0926 0.45 0.12 -0.23
H 6.9742 -3.7066 4.2910 0.43 0.44 0.34
H 4.7445 -3.0401 4.7730 -0.53 0.09 0.09
H 5.0336 -5.8180 3.5136 0.38 -0.01 0.11
H 5.2645 -4.2395 2.7192 -0.07 0.04 -0.42
H 2.5491 -2.8745 3.4627 -0.33 -0.26 0.37
H 1.6803 -4.1924 2.4620 -0.58 0.34 0.91
H 2.9020 -3.3471 1.8249 1.11 -0.03 -0.09
H 4.5052 -5.7215 5.9304 0.43 -0.32 0.26
H 3.3113 -4.8630 5.4369 -0.62 0.15 0.23
C -0.7538 -0.4972 5.8047 0.92 0.53 0.08
C -0.7076 0.7783 6.6721 -1.84 -0.06 -0.41
C -2.0967 1.4640 6.3376 0.86 1.22 1.28
C -2.3220 2.6834 7.2316 0.21 -0.25 1.30
C -2.4230 2.2398 8.7368 1.18 -0.45 -1.91
C -1.1627 1.3831 9.1479 -0.76 -0.48 -0.49
N -0.8088 0.3911 8.1037 -1.51 0.83 -1.31
O 0.2302 -0.4592 8.5078 0.38 0.19 0.12
C -0.0026 2.2803 9.5029 0.56 0.28 0.04
C -1.5709 0.5558 10.3551 0.17 0.09 0.78
C 0.4973 1.6474 6.2767 0.34 -0.07 0.84
H -1.6283 -1.1067 6.0322 0.06 0.10 0.02
H 0.1646 -1.0791 5.8823 -0.02 -0.15 0.22
H -0.7829 -0.1471 4.7729 -0.25 -0.15 -0.15
H -2.1150 1.8740 5.3278 0.06 -0.65 -0.33
H -2.9400 0.8104 6.5607 0.17 -0.47 -0.50
H -3.2476 3.1936 6.9651 0.00 0.11 -0.11
H -1.4916 3.3787 7.1078 -0.06 0.22 -0.02
H -3.3319 1.6395 8.7764 -0.01 -0.08 0.46
H -2.4806 3.1147 9.3844 -0.14 -0.15 0.14
H 0.8236 1.6610 9.8521 0.07 0.08 0.12
H 0.3693 2.8442 8.6475 -0.16 0.00 0.04
H -0.2740 3.0029 10.2725 0.01 -0.07 0.16
H -2.3374 -0.2003 10.1850 -0.35 0.36 -0.44
H -0.7534 -0.0251 10.7821 0.32 0.36 0.07
H -1.9154 1.2808 11.0924 -0.13 -0.27 0.37
H 0.6702 1.7697 5.2075 -0.15 -0.44 -0.06
H 1.3698 1.1846 6.7378 0.18 -0.14 -0.42
H 0.5173 2.6574 6.6860 -0.50 0.06 0.04
H -0.2805 -1.2027 8.8364 0.29 -0.40 0.01
C -2.1932 -0.4102 -2.6042 0.65 -0.65 -0.07
C -1.3249 -0.0621 -1.4277 1.54 0.09 0.94
C -1.7970 1.3321 -0.9611 0.99 0.54 1.71
C -1.1216 1.7444 0.4147 -0.54 -1.57 -0.25
C -1.5713 0.6378 1.4281 0.17 0.89 -0.67
C -1.0733 -0.8142 1.0614 0.83 1.80 -0.54
N -1.5670 -1.0039 -0.3120 -2.06 -0.87 0.36
O -1.3556 -2.3599 -0.6881 1.44 0.64 -0.57
C 0.5051 -0.9160 1.1177 -1.57 -0.15 0.78
C -1.7151 -1.7643 2.0767 0.42 -0.07 -0.08
C 0.1882 -0.1137 -1.8427 -0.52 1.61 -0.50
H -3.1900 -0.5939 -2.2032 -0.04 -0.15 -0.64
H -1.7129 -1.2582 -3.0925 -0.66 -0.47 -0.05
H -2.1687 0.3781 -3.3566 -0.22 0.24 0.30
H -1.7411 2.1010 -1.7317 0.61 -0.13 -0.21
H -2.8637 1.2823 -0.7428 -0.21 -0.29 0.01
H -1.4439 2.7147 0.7925 -0.19 0.10 -0.22
H -0.0318 1.7609 0.4068 -0.04 0.11 -0.47
H -2.6569 0.7305 1.3959 -0.32 -0.80 -0.08
H -1.3776 0.9715 2.4475 0.73 -0.42 0.20
H 0.6868 -1.1079 2.1752 0.61 0.17 0.09
H 0.8329 -1.7908 0.5560 0.00 0.05 -0.11
H 0.9976 -0.0057 0.7757 0.06 -0.19 0.10
H -1.5133 -1.4094 3.0874 -0.43 0.57 -0.02
H -2.7840 -1.8263 1.8726 0.14 -0.17 0.45
H -1.2623 -2.7509 2.1748 -0.12 -0.22 -0.89
H 0.7321 0.6676 -1.3117 0.15 -0.29 0.31
H 0.2517 0.2517 -2.8677 0.05 -0.22 -0.36
H 0.7266 -1.0594 -1.7790 -0.50 -0.10 0.19
H -2.2138 -2.7729 -0.8089 -0.30 0.03 0.47
C 5.3879 -6.8460 -2.5435 0.28 1.00 0.30
C 4.5759 -5.5811 -2.1681 -1.07 0.63 1.49
C 5.2780 -4.2630 -2.6494 -0.20 -0.61 0.35
C 4.3760 -3.0144 -2.8076 1.45 0.35 -0.30
C 3.0497 -3.2254 -3.4507 -0.10 -0.86 0.27
C 2.3584 -4.4043 -2.8215 -1.27 -0.08 -0.83
N 3.2697 -5.5769 -2.8317 0.26 1.34 -1.66
O 2.5474 -6.7406 -2.6521 -0.20 -1.07 0.76
C 1.8074 -3.9828 -1.4478 -0.97 -0.70 -0.38
C 1.1384 -4.7292 -3.8225 0.24 -0.53 1.15
C 4.3874 -5.5726 -0.5981 0.24 -0.17 -0.45
H 5.1171 -7.7434 -1.9873 -0.49 0.07 -0.26
H 6.4095 -6.6442 -2.2217 0.22 0.08 -0.08
H 5.4183 -6.9964 -3.6227 -0.20 -0.16 0.01
H 6.0114 -3.9502 -1.9062 0.26 -0.38 0.10
H 5.8486 -4.5462 -3.5338 -0.21 0.34 -0.37
H 4.8924 -2.3055 -3.4548 0.44 0.10 0.09
H 4.3696 -2.5165 -1.8380 -0.57 -0.02 0.10
H 3.1831 -3.4845 -4.5010 0.07 0.37 -0.18
H 2.3697 -2.3827 -3.3260 0.20 0.27 -0.28
H 2.4555 -3.4163 -0.7792 0.26 -0.14 -0.23
H 0.9162 -3.3818 -1.6286 -0.06 0.16 0.10
H 1.4415 -4.8844 -0.9565 0.08 0.01 0.37
H 0.3960 -3.9535 -4.0104 0.47 0.74 0.47
H 1.4769 -5.0088 -4.8201 0.38 -0.26 0.14
H 0.5248 -5.5250 -3.4004 0.18 -0.28 -0.11
H 5.3166 -5.8742 -0.1147 0.15 0.19 0.09
H 3.6304 -6.2790 -0.2574 -0.06 -0.22 -0.33
H 4.0591 -4.6114 -0.2025 0.31 0.12 -0.15
H 2.6166 -7.1704 -3.5077 -0.14 -0.19 -0.05
C -4.8643 -0.3786 -4.6883 -0.88 0.55 -1.01
C -4.8816 -1.6593 -5.5695 -0.44 -0.83 0.33
C -6.2249 -2.3750 -5.2035 -0.29 0.06 -1.08
C -6.6629 -3.5105 -6.1391 -0.17 0.48 0.21
C -6.7596 -3.0398 -7.5808 1.32 -0.03 1.01
C -5.4233 -2.3652 -8.0760 0.19 -0.85 1.11
N -4.9049 -1.3281 -7.0539 -3.49 -2.00 1.56
O -3.8536 -0.5559 -7.4463 1.24 0.25 -0.69
C -4.3861 -3.5178 -8.2989 -0.79 0.13 0.33
C -5.7829 -1.6842 -9.3860 0.45 1.42 1.01
C -3.8057 -2.6374 -5.0934 0.87 0.13 -0.73
H -4.0180 0.3082 -4.6849 0.38 -0.61 -0.24
H -5.1438 -0.5595 -3.6503 0.22 -0.45 -0.01
H -5.6858 0.2229 -5.0773 -0.19 0.24 -0.04
H -6.2340 -2.8099 -4.2040 0.43 0.45 0.23
H -7.0119 -1.6233 -5.2639 -0.17 0.14 0.19
H -7.6873 -3.7606 -5.8632 -0.03 -0.30 0.30
H -6.0772 -4.4221 -6.0208 0.20 0.08 -0.02
H -7.6461 -2.4056 -7.5935 0.22 0.37 -0.59
H -6.9306 -3.9492 -8.1568 -0.11 0.27 -0.56
H -4.7398 -4.1857 -9.0842 0.38 0.51 -0.84
H -3.3870 -3.0981 -8.4161 -0.03 -0.26 -0.40
H -4.3701 -4.2669 -7.5072 0.13 0.54 0.69
H -4.9367 -1.0848 -9.7218 0.35 -0.77 -0.89
H -6.2763 -2.3731 -10.0716 0.50 0.17 -0.22
H -6.4529 -0.8566 -9.1528 -0.68 -0.21 0.13
H -2.8466 -2.4177 -5.5624 0.22 0.20 0.12
H -4.0134 -3.6702 -5.3731 -0.20 0.00 0.13
H -3.6807 -2.5621 -4.0132 -0.04 -0.08 -0.01
H -4.3032 0.2285 -7.7690 0.30 0.40 -0.06
C 1.9240 7.6493 1.1270 0.15 -0.39 -0.03
C 2.6542 6.3254 1.4582 0.94 -0.10 1.30
C 1.9199 5.7059 2.7077 -0.35 -0.92 -1.55
C 2.3049 4.2148 2.9054 0.76 0.99 -1.23
C 2.0930 3.3930 1.5891 0.10 0.83 1.61
C 2.8147 3.9760 0.3430 -0.06 -0.88 0.27
N 2.6117 5.4282 0.2952 -2.30 -0.82 0.74
O 3.0975 5.9787 -0.8616 -0.16 0.59 -0.71
C 4.3688 3.7049 0.3273 -1.42 -0.77 0.26
C 2.1018 3.2386 -0.8353 1.22 1.06 -1.11
C 4.1390 6.6098 1.8942 -1.04 0.88 -0.54
H 0.8930 7.4073 0.8689 0.04 0.06 -0.35
H 2.4112 8.2194 0.3360 -0.09 -0.21 -0.17
H 1.8620 8.3186 1.9851 0.22 -0.19 0.29
H 2.0686 6.3192 3.5964 0.37 0.00 -0.06
H 0.8582 5.7808 2.4725 -0.29 -0.14 0.07
H 1.8456 3.7914 3.7987 -0.05 -0.17 -0.16
H 3.3867 4.2543 3.0328 0.17 -0.35 0.59
H 1.0142 3.3020 1.4618 -0.05 0.30 -0.54
H 2.4169 2.3682 1.7707 0.33 -0.10 -0.17
H 4.5903 2.6625 0.0984 -0.12 -0.16 0.17
H 4.8538 4.2618 -0.4744 0.09 0.27 0.29
H 4.7273 3.9179 1.3343 0.49 0.18 -0.27
H 1.1106 3.6264 -1.0707 -0.16 -0.11 0.48
H 2.6740 3.4265 -1.7438 0.10 0.29 -0.20
H 2.1295 2.1491 -0.8188 -0.17 0.01 0.82
H 4.5395 5.9257 2.6423 0.00 -0.01 -0.23
H 4.1186 7.6265 2.2867 0.35 -0.02 0.34
H 4.7597 6.6615 0.9997 0.32 -0.18 0.13
H 4.0545 6.0197 -0.7987 0.63 0.03 0.04
C 3.0792 0.2459 -5.5707 0.62 1.75 0.18
C 2.8344 1.7616 -5.9196 0.72 1.21 -0.36
C 1.8767 2.3005 -4.8283 0.09 -0.98 -0.15
C 1.8768 3.7629 -4.6801 -2.24 0.14 -0.38
C 3.1779 4.3507 -4.4712 2.08 0.62 -0.94
C 4.1334 4.0247 -5.6964 0.22 1.12 0.31
N 4.1181 2.5781 -5.8852 -1.12 -1.39 2.16
O 5.0798 2.0281 -6.7585 -0.11 0.62 -0.18
C 3.7450 4.7830 -6.9903 0.67 -0.62 -0.03
C 5.5852 4.5074 -5.2465 -1.66 -0.41 -1.13
C 2.1910 1.9076 -7.3182 -0.15 -0.78 0.17
H 3.6173 -0.3272 -6.3257 -0.41 0.04 -0.19
H 2.1146 -0.1596 -5.2656 0.09 -0.34 -0.31
H 3.7220 0.2784 -4.6911 -0.01 -0.21 0.21
H 0.8557 2.0408 -5.1080 -0.04 -0.53 0.10
H 2.0893 1.8902 -3.8411 0.21 -0.55 -0.05
H 1.1770 4.0471 -3.8943 0.03 -0.04 0.18
H 1.4033 4.1398 -5.5867 0.11 0.55 -0.22
H 3.6843 4.0158 -3.5659 -0.09 -0.27 0.10
H 2.9950 5.4162 -4.3321 0.66 0.31 -0.30
H 2.8185 4.4617 -7.4664 -0.29 0.34 0.52
H 3.8216 5.8627 -6.8621 -0.22 0.01 -0.07
H 4.4896 4.4615 -7.7186 0.26 0.26 -0.16
H 5.4888 5.5378 -4.9042 0.00 -0.18 0.62
H 5.9053 3.7701 -4.5103 0.40 0.46 0.16
H 6.2523 4.6012 -6.1034 0.16 -0.56 0.01
H 2.9205 1.9869 -8.1243 0.26 -0.53 0.16
H 1.5350 2.7546 -7.5189 -0.22 0.08 0.68
H 1.6218 0.9800 -7.3786 -0.32 0.10 -0.81
H 5.7404 1.7437 -6.1227 0.30 -0.23 -0.19
```
Positions in Å, forces in eV/Å.

Calculated values
* orbital gap (alpha / beta): 1.1 / 8.3 eV
* expectation value of S²: 0.75
* spin multiplicity: 2
* max |F|: 4.31 eV Å⁻¹
* charge: -1
* M: 1478.4 g/mol